The following is a quantum chemistry calculation of a structure of composition CaH12NO9, from the OMol25 dataset.

```
23
Properties=species:S:1:pos:R:3:forces:R:3
Ca 1.713 -6.732 -9.917 -0.0590 -0.6026 1.8974
N -0.321 -6.881 -7.090 -3.3964 0.8656 1.0342
O -1.379 -6.657 -7.619 -1.6696 0.4877 -1.4533
O -0.291 -6.907 -5.867 1.1926 -0.0850 1.5501
O 0.659 -7.030 -7.781 4.4032 -0.5271 -2.4787
O 1.067 -6.240 -3.490 -0.3329 0.2072 0.6945
H 1.176 -5.351 -3.828 0.4523 0.6051 0.0232
H 0.689 -6.730 -4.220 -0.2288 -0.7033 -0.7001
O -1.740 -4.777 -4.442 -0.4180 0.5370 0.7148
H -0.822 -4.530 -4.557 0.6995 0.4947 -0.1404
H -1.799 -5.658 -4.812 -0.2561 -1.2931 -0.5092
O 3.465 -7.228 -8.192 -0.5594 0.4487 -1.1874
H 3.571 -8.036 -7.690 -0.0200 -0.6265 0.1891
H 3.786 -6.540 -7.609 0.2846 0.3613 0.2560
O -3.882 -5.001 -7.826 0.0562 0.3069 0.2719
H -2.970 -5.291 -7.796 0.3094 -0.1301 0.0497
H -4.270 -5.503 -8.543 -0.3940 -0.1632 -0.2496
O 0.166 -9.776 -5.356 0.4024 0.1222 -0.1801
H -0.112 -8.860 -5.372 -0.1931 0.0600 0.0442
H -0.522 -10.226 -4.865 -0.2090 -0.2898 0.1093
O -3.130 -8.896 -7.151 0.2332 0.0067 0.1227
H -2.877 -8.096 -7.612 -0.0142 0.1938 -0.0198
H -3.795 -9.296 -7.711 -0.2830 -0.2764 -0.0385
```
Positions in Å, forces in eV/Å.

Summary:
- Max |F|: 0.0988 Eh/bohr
- E_HOMO (spin up / spin down): -0.595 / -0.592 hartree
- Charge: +2
- Energy above the lowest of the compared OMol25 structures with the same formula, charge and spin: 7.146 eV
- 2S+1: 2

---

The following is a quantum chemistry calculation of a structure of composition CaH2O, from the OMol25 dataset.

```
4
Properties=species:S:1:pos:R:3:forces:R:3
O 0.522 -1.670 -1.679 0.1595 0.2562 0.4127
H 1.430 -2.034 -1.790 -0.6073 0.2122 0.0213
H -0.024 -2.163 -2.332 0.2461 0.3864 0.4506
Ca -0.044 0.138 0.138 0.2017 -0.8548 -0.8846
```
Positions in Å, forces in eV/Å.

Summary:
- Max |F|: 0.0242 Eh/bohr
- E_HOMO: -0.812 hartree
- Charge: +2
- Energy above the lowest of the compared OMol25 structures with the same formula, charge and spin: 0.274 eV

---

The following is a quantum chemistry calculation of a structure of composition CdCl2F3O8, from the OMol25 dataset.

```
14
Properties=species:S:1:pos:R:3:forces:R:3
Cd 1.402 5.595 8.518 0.2143 0.5735 -0.7222
Cl 1.316 2.063 7.489 -2.0674 4.1502 5.0694
O 2.589 1.813 8.033 2.7393 -0.7696 -0.9464
O 1.143 1.931 6.114 0.5818 -0.6099 -2.9628
O 0.426 1.215 8.195 -1.8694 -2.5919 0.2388
O 0.912 3.413 7.942 0.2756 -1.4136 -1.4947
Cl 1.869 9.071 10.066 -4.2149 -7.3183 0.1330
O 3.186 9.413 9.965 5.2067 2.8862 0.7892
O 1.568 8.318 11.306 0.3280 2.9698 0.7043
O 0.973 10.086 9.698 -1.3749 3.8362 1.2726
O 1.609 8.075 9.105 0.0053 -1.7082 -2.6780
F 2.438 5.303 10.196 0.5369 -0.3957 1.4140
F -0.365 6.082 7.611 -0.8977 0.2414 -0.1991
F 2.910 5.503 7.049 0.5363 0.1500 -0.6180
```
Positions in Å, forces in eV/Å.

Summary:
- Max |F|: 0.1643 Eh/bohr
- E_HOMO: 0.027 hartree
- Charge: -3